Formula: C19H23BeBrCaClF12LiN4O13PS2
Source: OMol25
Level of theory: the ωB97M-V functional and the def2-TZVPD basis

XYZ file:
```
79
C19H23BeBrCaClF12LiN4O13PS2 (the ωB97M-V functional and the def2-TZVPD basis)
C -3.35 -1.36 -1.32
C -1.73 -0.98 -1.14
C -1.36 -1.28 0.43
C -1.40 0.55 -1.65
C -0.88 1.44 -0.37
N -1.73 2.01 0.76
Cl -3.43 1.70 0.71
C -0.91 2.83 1.78
C -1.46 3.61 3.11
F -1.01 5.04 3.01
F -2.95 3.67 3.22
C -0.79 3.06 4.53
F 0.62 3.50 4.67
F -1.55 3.78 5.62
C -1.03 1.46 4.80
F -2.07 0.83 3.94
F -1.55 1.33 6.22
C 0.32 0.53 4.75
F 1.06 0.49 6.07
F -0.15 -0.89 4.54
F 1.23 0.83 3.61
C 0.61 2.72 1.15
N 0.55 1.86 -0.10
C 1.85 1.59 -0.81
O 1.81 0.24 -1.42
N 2.69 -0.55 -0.76
O 2.14 -1.50 -0.24
H -3.72 -1.95 -0.38
H -4.02 -0.39 -1.41
H -3.47 -2.04 -2.27
H -1.08 -1.71 -1.81
H -1.53 -2.45 0.60
H -0.25 -1.07 0.73
H -2.09 -0.75 1.21
H -0.58 0.59 -2.51
H -2.40 1.06 -2.02
H 1.56 3.23 1.63
H 2.70 1.53 0.03
H 2.19 2.44 -1.54
O 6.66 2.41 -3.33
P 5.67 1.44 -2.66
O 4.36 2.18 -2.34
O 6.29 0.90 -1.36
O 5.38 0.27 -3.61
C -4.97 4.68 -4.46
C -4.59 4.52 -2.99
O -4.80 3.14 -2.70
S -4.49 2.26 -4.04
O -3.14 1.75 -3.95
O -5.64 1.42 -4.31
O -4.50 3.50 -5.11
H -6.05 4.73 -4.58
H -4.51 5.57 -4.90
H -5.19 5.15 -2.33
H -3.53 4.74 -2.83
C 8.86 -2.42 1.55
C 7.53 -2.31 2.30
C 6.32 -2.35 1.37
C 6.38 -1.19 0.39
N 6.42 -0.23 -0.42
H 9.00 -1.58 0.87
H 9.69 -2.41 2.26
H 8.91 -3.35 0.98
H 7.53 -1.37 2.88
H 7.46 -3.13 3.02
H 5.40 -2.29 1.96
H 6.30 -3.30 0.81
Ca -1.39 -4.04 0.50
C -5.74 -6.25 -3.09
F -5.05 -5.91 -4.23
F -6.79 -5.37 -3.00
F -6.30 -7.48 -3.35
S -4.66 -6.26 -1.56
O -4.15 -4.89 -1.44
O -3.61 -7.25 -1.83
O -5.55 -6.65 -0.46
Be 0.91 -1.66 6.64
Br 7.27 1.22 1.19
Li -4.53 -3.23 0.81
```

Results
E_tot	-217793.05268	eV
LUMO energy	-7.13	eV
charge	+1
strongest force on any atom	8.68	eV/A
orbital gap	1.43	eV

Atom charges from the Löwdin analysis, given in e for atoms 1 to 2: number 1, C, carries -0.08; number 2, C, carries -0.32

Formula: C19H23BeF5NP
Source: OMol25
Level of theory: the ωB97M-V functional and the def2-TZVPD basis

XYZ file:
```
50
C19H23BeF5NP (the ωB97M-V functional and the def2-TZVPD basis)
C -0.83 -4.06 0.96
C 0.46 -3.68 0.59
C 0.75 -2.33 0.34
C -0.22 -1.33 0.48
C -1.51 -1.73 0.85
C -1.81 -3.08 1.11
C 2.17 -1.97 -0.02
C 2.38 -1.12 -1.29
N 1.27 -0.16 -1.60
Be 0.47 0.24 0.06
C -2.66 -0.74 0.96
P -2.54 0.57 -0.29
H 1.26 -4.41 0.48
H -2.83 -3.34 1.40
H -1.06 -5.11 1.12
H -2.67 -0.24 1.94
H -3.64 -1.23 0.79
H 2.64 -1.42 0.81
H 2.76 -2.88 -0.15
H 3.32 -0.56 -1.21
C -3.72 1.84 0.16
C -3.00 -0.19 -1.85
H 2.49 -1.79 -2.16
C 0.33 -0.79 -2.57
C 1.79 1.10 -2.19
H -0.97 1.37 -0.44
H 0.89 -1.06 -3.48
H -0.12 -1.69 -2.13
H -0.45 -0.07 -2.83
H 2.29 0.89 -3.15
H 0.95 1.78 -2.38
H 2.48 1.58 -1.49
H -4.10 -0.29 -1.85
H -2.68 0.46 -2.68
H -2.52 -1.17 -1.96
H -4.73 1.43 0.06
H -3.56 2.16 1.20
H -3.59 2.70 -0.51
H -0.28 1.16 -0.78
F 3.43 0.54 1.01
C 2.56 1.46 1.52
C 1.22 1.44 1.15
C 0.48 2.50 1.66
F -0.85 2.63 1.34
C 1.00 3.50 2.49
F 0.22 4.52 2.92
C 2.33 3.44 2.87
F 2.85 4.36 3.71
C 3.12 2.41 2.37
F 4.43 2.35 2.68
```

Results
ΔE to the lowest compared entry with this formula, charge and spin	0.0	kcal per mole
E_tot	-44841.59318	eV
LUMO energy	0.43	eV
strongest force on any atom	2.17	eV/A
orbital gap	7.75	eV

Atom charges from the natural (NBO) analysis, given in e for atoms 1 to 2: number 1, C, carries -0.22; number 2, C, carries -0.26

Formula: C19H23Cl2NTi
Source: OMol25
Level of theory: the ωB97M-V functional and the def2-TZVPD basis

XYZ file:
```
46
C19H23Cl2NTi (the ωB97M-V functional and the def2-TZVPD basis)
C -3.73 -3.94 0.80
C -3.73 -4.23 2.30
C -5.14 -3.55 0.34
C -3.25 -5.18 0.02
Cl -2.61 -2.57 0.46
H -5.85 -4.36 0.53
H -5.16 -3.34 -0.74
H -5.49 -2.66 0.87
H -4.41 -5.06 2.53
H -4.06 -3.35 2.87
H -2.73 -4.51 2.65
H -3.92 -6.03 0.21
H -2.25 -5.47 0.34
H -3.25 -4.99 -1.05
C 0.32 3.24 0.74
C -0.73 2.99 -0.20
C -1.33 1.73 0.14
H -1.06 3.71 -0.95
C -0.67 1.21 1.29
C 0.35 2.13 1.67
H 0.96 2.05 2.57
H 0.96 4.13 0.76
H -2.20 1.26 -0.34
H -0.92 0.28 1.81
C 1.84 0.20 -2.20
C 1.60 1.58 -2.61
C 0.18 1.79 -2.60
H 2.34 2.32 -2.90
C -0.45 0.57 -2.16
C 0.57 -0.41 -1.94
H 0.42 -1.45 -1.63
H 2.80 -0.32 -2.21
H -0.30 2.69 -2.97
H -1.52 0.36 -2.10
Ti 0.91 1.43 -0.47
Cl 6.70 1.82 -1.63
C 5.47 2.18 -0.49
C 5.77 2.90 0.67
C 4.70 3.17 1.53
C 3.42 2.71 1.21
N 3.11 2.01 0.09
C 4.16 1.76 -0.75
H 6.78 3.25 0.86
H 4.83 3.74 2.46
H 2.60 2.97 1.89
H 3.97 1.23 -1.68
```

Results
ΔE to the lowest compared entry with this formula, charge and spin	0.0	kcal per mole
E_tot	-69711.29298	eV
LUMO energy	-8.82	eV
charge	+2
strongest force on any atom	1.84	eV/A
orbital gap	6.19	eV

Atom charges from the natural (NBO) analysis, given in e for atoms 1 to 2: number 1, C, carries 0.04; number 2, C, carries -0.63

Formula: C19H23Cl3N4O5V
Source: OMol25
Level of theory: the ωB97M-V functional and the def2-TZVPD basis

XYZ file:
```
55
C19H23Cl3N4O5V (the ωB97M-V functional and the def2-TZVPD basis)
O 1.31 22.02 -21.53
V 1.91 22.51 -20.16
C 2.99 22.14 -16.33
C 3.51 23.23 -17.23
C 4.87 23.01 -17.83
O 2.59 23.71 -18.18
H 3.90 21.82 -15.81
H 2.71 21.24 -16.87
H 2.30 22.34 -15.51
H 3.65 24.06 -16.54
H 4.90 22.14 -18.48
H 5.53 22.80 -16.99
H 5.32 23.90 -18.26
N 2.60 19.29 -19.39
O 2.54 20.56 -19.43
O 1.58 18.69 -19.66
O 3.70 18.81 -19.17
N -0.11 22.01 -19.26
C -1.34 22.53 -19.61
C -2.50 22.36 -18.87
C -2.43 21.66 -17.63
C -1.25 21.00 -17.33
C -0.12 21.22 -18.11
H -1.37 22.98 -20.59
H -3.48 22.76 -19.09
H -3.32 21.52 -17.04
H -1.27 20.29 -16.51
H 0.79 20.70 -17.85
N 2.49 14.89 -24.29
C 2.06 15.95 -23.57
C 1.72 15.72 -22.21
C 1.61 14.42 -21.68
C 2.07 13.34 -22.42
C 2.55 13.64 -23.68
H 2.20 16.98 -23.84
H 1.43 16.53 -21.55
H 1.39 14.40 -20.63
H 2.21 12.32 -22.09
H 2.75 12.79 -24.32
N 3.84 22.77 -21.14
C 4.56 23.91 -21.31
C 5.83 24.07 -21.84
C 6.43 22.92 -22.47
C 5.84 21.72 -22.41
C 4.53 21.68 -21.81
H 4.13 24.76 -20.80
H 6.41 24.98 -21.84
H 7.41 23.10 -22.88
H 6.44 20.85 -22.62
H 4.04 20.73 -21.70
C 1.14 16.56 -17.52
Cl 0.78 18.07 -16.56
Cl -0.36 15.98 -18.31
Cl 1.78 15.32 -16.29
H 1.88 16.67 -18.31
```

Results
E_tot	-99515.49132	eV
2S+1	3
<S²>	2.042
LUMO energy (alpha / beta)	-5.07 / -6.59	eV
charge	+1
strongest force on any atom	5.20	eV/A
orbital gap (alpha / beta)	5.80 / 4.28	eV

Atom charges from the natural (NBO) analysis, given in e for atoms 1 to 2: number 1, O, carries -0.38; number 2, V, carries 1.63